1.
Here is a molecular structure, C46H54GeHfNO3Te in a non-equilibrium geometry from the OMol25 dataset. Energies are from ωB97M-V/def2-TZVPD.

Its charge is +2. For the HOMO energy (spin up / spin down), the calculation gives -12.35 / -12.34 eV. The spin multiplicity is 2. The calculated total energy is -121315.3612 eV.

XYZ file:
```
107
Properties=species:S:1:pos:R:3:forces:R:3:nbo_charge:R:1
Hf -0.194 0.494 0.456 -0.231 0.794 1.911 2.4853
Te -1.313 -1.204 -2.475 0.299 -0.381 -0.431 1.2836
Ge -2.951 1.367 0.926 -0.206 -0.140 -0.082 1.4750
O -1.643 1.758 -0.523 0.345 0.133 -0.016 -1.0671
O -2.137 -0.497 0.751 0.506 0.135 -0.204 -1.0534
O -1.400 1.698 1.944 -0.178 0.187 0.263 -1.0683
N 1.361 0.713 1.855 -0.117 -0.002 -0.494 -0.9394
C 2.898 -0.675 3.246 0.346 -0.128 0.178 -0.2811
C 2.052 1.955 2.043 -0.237 -0.659 0.046 0.2157
C -2.302 -3.865 -3.495 -0.012 -0.160 -0.319 -0.2681
C 0.785 -1.494 2.539 -0.180 -0.240 -0.148 -0.3101
C 2.386 -2.964 -3.763 0.034 -0.007 0.003 -0.1753
C -2.817 -4.727 -4.451 -0.013 -0.007 0.052 -0.1708
C 1.232 0.340 -1.269 0.084 -0.333 -0.363 -0.7675
C 2.799 4.057 1.101 -0.058 -0.126 -0.094 -0.1877
C 4.364 -1.509 -0.301 0.152 0.007 -0.084 -0.1284
C 1.014 -2.730 3.129 -0.062 0.051 -0.165 -0.1757
C -3.174 -4.250 -5.710 0.014 -0.011 0.040 -0.1610
C -4.459 -1.239 1.113 -0.109 -0.045 -0.064 -0.6477
C -0.765 1.291 4.264 0.094 -0.118 0.120 -0.6260
C -2.687 -2.819 0.425 0.143 -0.163 -0.063 -0.6169
C -1.765 3.167 -1.059 -0.139 -0.143 0.106 0.3053
C 3.041 1.072 -3.349 0.098 -0.041 0.017 -0.1280
C -0.901 3.609 3.311 0.019 0.174 -0.002 -0.6245
C 2.705 -3.879 -2.765 -0.029 0.048 -0.031 -0.1784
C 3.208 4.490 2.349 0.011 0.031 0.078 -0.2139
C -2.987 -1.599 1.271 -0.017 -0.004 -0.301 0.2874
C 3.126 -1.900 3.865 0.051 0.056 -0.002 -0.1536
C -1.506 2.219 3.327 0.022 0.143 -0.105 0.2937
C 1.698 -0.448 2.589 -0.066 0.444 -0.405 0.2637
C -2.177 -2.522 -3.834 -0.241 0.476 -0.055 -0.2492
C 0.865 1.112 -2.362 0.023 -0.018 -0.021 -0.1546
C 3.069 -1.073 -0.302 -0.072 -0.048 0.106 -0.2394
C 2.591 -0.161 -1.269 -0.182 0.054 -0.080 0.0317
C -2.974 2.295 3.729 -0.107 -0.054 -0.060 -0.6487
C 2.243 2.788 0.951 0.089 0.192 -0.271 -0.2766
C 0.724 -3.267 -1.542 0.322 -0.006 -0.242 -0.2920
C -3.031 -2.907 -6.028 0.005 0.063 0.010 -0.1846
C 3.051 3.643 3.441 -0.003 -0.051 0.071 -0.1676
C 0.421 -2.370 -2.559 0.000 -0.021 0.366 -0.2119
C 1.877 -4.036 -1.662 -0.038 0.039 -0.004 -0.1724
C -2.539 -2.019 -5.079 -0.239 -0.271 -0.099 -0.2597
C 2.192 -2.932 3.822 0.168 0.039 0.059 -0.2320
C 4.836 -0.214 -2.267 -0.061 0.015 -0.008 -0.1710
C -2.850 3.923 -0.300 -0.067 0.017 0.098 -0.6640
C -0.453 3.893 -0.857 0.173 -0.008 -0.016 -0.6428
C -2.687 -1.861 2.731 -0.046 0.034 0.143 -0.6310
C 1.228 -2.202 -3.675 0.091 -0.150 0.026 -0.2744
C 3.494 0.237 -2.287 0.084 0.108 -0.195 -0.0921
C 1.743 1.480 -3.408 0.034 -0.024 0.026 -0.2795
C 2.473 2.391 3.295 0.085 0.196 0.304 -0.2871
C 5.271 -1.060 -1.286 -0.035 -0.052 0.095 -0.2084
C -2.173 3.055 -2.514 -0.140 0.024 -0.155 -0.6349
H 3.658 5.467 2.472 -0.029 -0.068 0.001 0.2347
H -1.614 -3.024 0.421 -0.009 -0.017 0.007 0.2018
H -3.043 -2.684 -0.601 0.021 -0.010 0.051 0.2050
H -3.188 -3.700 0.829 -0.003 0.044 0.012 0.2477
H 4.064 -2.055 4.386 -0.044 0.018 -0.033 0.2345
H 0.095 -3.385 -0.672 -0.064 0.019 0.041 0.2165
H 0.352 3.479 -1.464 -0.012 -0.010 0.018 0.2256
H 3.748 1.368 -4.118 -0.045 -0.042 0.064 0.2306
H 3.038 -2.841 -4.620 -0.022 -0.026 0.051 0.2396
H -2.931 -5.777 -4.212 -0.016 0.022 -0.039 0.2387
H -1.065 0.253 4.113 -0.038 0.006 0.024 0.2122
H -0.573 4.942 -1.135 0.002 -0.060 -0.025 0.2462
H -4.698 -0.925 0.093 0.042 -0.010 0.015 0.2225
H 2.006 2.432 -0.046 -0.001 -0.028 -0.024 0.2241
H -5.052 -2.128 1.335 0.015 0.036 -0.020 0.2492
H -1.682 -2.238 2.891 0.020 -0.032 0.037 0.2165
H 0.982 -1.496 -4.462 -0.001 -0.051 0.071 0.2317
H 3.377 3.963 4.424 -0.019 -0.015 -0.054 0.2313
H -0.140 1.497 -2.420 -0.052 0.050 0.026 0.1897
H -0.159 3.865 0.193 -0.009 0.019 0.039 0.2364
H 5.512 0.121 -3.047 -0.048 -0.014 0.053 0.2262
H -1.397 2.624 -3.142 -0.014 0.024 -0.015 0.2095
H -0.867 4.015 4.325 0.008 -0.019 -0.068 0.2354
H 2.128 -4.747 -0.885 0.002 0.025 -0.044 0.2350
H -2.444 -0.966 -5.322 0.010 -0.041 0.050 0.2263
H -0.990 1.563 5.298 0.030 -0.011 -0.060 0.2364
H 2.938 4.689 0.231 -0.019 -0.051 0.042 0.2267
H -3.385 -2.611 3.109 0.023 0.053 -0.011 0.2433
H 2.392 -1.470 0.443 -0.023 0.055 0.013 0.2128
H 0.309 1.361 4.122 -0.056 -0.015 0.000 0.2224
H -4.783 -0.460 1.804 0.011 -0.010 0.023 0.2285
H -1.992 -4.247 -2.529 0.003 0.050 -0.030 0.2262
H -2.893 4.941 -0.687 0.011 -0.014 0.004 0.2596
H -3.050 2.712 4.734 0.029 -0.020 -0.021 0.2561
H 3.607 -4.473 -2.849 -0.036 0.027 0.002 0.2397
H -0.159 -1.346 2.017 -0.307 -0.036 0.126 0.1561
H -2.820 -0.955 3.324 0.004 -0.001 0.009 0.2183
H 6.302 -1.395 -1.269 -0.082 0.006 0.001 0.2332
H -1.500 4.290 2.698 0.050 -0.058 0.071 0.2059
H -3.446 1.305 3.754 0.038 0.071 -0.002 0.2131
H -2.388 4.053 -2.904 0.017 -0.062 0.021 0.2443
H -3.569 -4.935 -6.449 0.019 0.005 0.018 0.2420
H 0.116 3.586 2.918 -0.011 0.006 0.028 0.2309
H 3.669 0.084 3.250 -0.029 -0.033 0.051 0.2404
H 0.275 -3.521 3.062 0.009 0.064 -0.002 0.2222
H 2.337 1.767 4.169 0.063 0.013 -0.035 0.2279
H 1.392 2.102 -4.225 0.019 -0.034 0.062 0.2288
H -3.083 2.457 -2.613 0.049 0.038 0.020 0.2208
H 2.383 -3.876 4.316 0.023 0.072 -0.018 0.2368
H -3.845 3.491 -0.429 0.026 0.015 -0.048 0.2324
H -3.306 -2.542 -7.009 0.000 -0.039 0.024 0.2416
H -3.553 2.949 3.069 0.045 -0.021 0.044 0.2197
H 4.695 -2.210 0.458 -0.007 0.051 -0.049 0.2183
H -2.620 4.003 0.768 -0.005 0.009 -0.061 0.2234
```
Forces are in eV/Å.

---

2.
Here is a molecular structure, C12H26BiI2N2OS3Se3Te in a non-equilibrium geometry from the OMol25 dataset. Energies are from ωB97M-V/def2-TZVPD.

Its charge is +1. For the HOMO energy, the calculation gives -10.32 eV. The spin multiplicity is 1. The calculated total energy is -275768.7225 eV.

XYZ file:
```
51
Properties=species:S:1:pos:R:3:forces:R:3:nbo_charge:R:1
Bi -1.690 -0.240 0.160 -0.020 -0.519 -0.198 1.1367
I 0.696 -3.437 1.232 0.099 0.105 0.045 0.1605
I -2.170 -3.634 -0.892 0.331 0.107 0.079 0.2256
Te -5.310 1.350 -0.816 0.434 -0.082 0.025 0.3146
Se -3.845 1.042 -2.809 -0.532 -0.125 -0.152 -0.0808
Se -4.324 -0.648 0.424 0.114 0.212 -0.190 -0.5535
Se -1.714 1.390 -1.977 0.199 0.095 0.434 -0.4087
S -2.037 -0.916 3.426 0.323 0.528 0.207 0.2483
S 0.931 0.466 2.448 0.240 0.163 0.047 0.2391
S -2.095 1.969 1.669 0.380 0.828 -0.282 0.2475
O 0.530 -1.130 -1.812 0.336 0.124 -0.615 -0.7505
N 1.091 -0.791 -4.024 -0.414 0.020 0.414 -0.4436
N 2.261 0.268 -2.318 0.293 -0.052 0.254 -0.4669
C 1.455 0.240 -5.011 -0.192 -0.614 -0.246 -0.4167
C -0.057 -3.956 -0.668 -0.616 -0.386 0.312 -0.7019
C -2.324 0.714 4.188 0.057 -0.044 -0.039 -0.5450
C 2.375 0.745 -0.937 -0.147 -0.597 0.189 -0.3967
C 0.531 2.159 2.929 -0.250 1.013 0.676 -0.5720
C 0.024 -1.694 -4.416 -0.922 0.135 0.297 -0.4079
C -0.495 2.852 2.028 -1.129 -1.169 0.015 -0.5004
C 0.778 -0.412 4.030 -0.195 -0.335 -0.149 -0.5415
C -2.965 1.699 3.217 0.934 -0.327 0.443 -0.5439
C -0.432 -1.360 4.151 -0.101 -0.187 -1.063 -0.5456
C 1.256 -0.607 -2.687 -0.045 0.645 1.184 0.8153
C 3.560 0.266 -3.011 -0.384 0.094 0.072 -0.4105
H -0.138 2.968 1.005 0.206 0.311 0.066 0.2425
H 2.840 1.736 -0.959 -0.113 -0.173 0.077 0.2072
H -0.204 -2.444 -3.650 0.505 0.169 -0.211 0.2263
H -3.898 1.332 2.859 -0.960 -0.220 -0.139 0.2567
H 3.573 -0.548 -3.740 0.251 0.057 0.258 0.2184
H -0.231 -2.254 3.526 0.019 0.246 0.872 0.2385
H 2.984 0.068 -0.301 -0.099 0.278 -0.412 0.1988
H 1.396 2.824 2.950 0.380 -0.268 -0.511 0.2460
H 2.256 -0.166 -5.665 -0.262 0.710 0.425 0.2093
H -0.619 -1.615 5.183 0.226 -0.327 0.312 0.2387
H -1.393 1.138 4.560 0.096 -0.236 -0.083 0.2160
H 0.587 0.441 -5.652 0.073 -0.157 0.160 0.2133
H 1.672 -1.039 4.115 -0.083 0.128 0.034 0.2488
H 0.283 -2.162 -5.347 0.130 -0.357 -0.436 0.2067
H -2.955 0.571 5.061 -0.248 0.109 0.006 0.2444
H -3.104 2.662 3.701 -0.103 0.178 -0.059 0.2495
H 0.397 -3.296 -1.385 0.285 -0.083 -0.232 0.2558
H -0.937 -1.164 -4.554 0.378 0.069 -0.047 0.1950
H 0.113 -5.030 -0.750 0.048 0.361 -0.364 0.2414
H -0.891 3.785 2.417 0.559 0.342 0.067 0.2488
H 0.260 2.222 3.995 -0.368 -0.389 -0.457 0.2294
H 1.682 1.184 -4.505 0.304 -0.369 -0.247 0.2247
H 1.408 0.792 -0.421 0.090 0.107 -0.481 0.2012
H 4.345 0.140 -2.241 -0.212 -0.016 -0.599 0.2097
H 0.845 0.318 4.833 -0.140 0.022 0.020 0.2303
H 3.701 1.204 -3.561 0.246 -0.125 0.222 0.2010
```
Forces are in eV/Å.